{
  "formula": "C8H12",
  "method": "ωB97M-V with the def2-TZVPD basis set",
  "homo_lumo_gap_ha": 0.34156,
  "total_charge": 0,
  "smiles": "C=CC(=C)C(=C)CC",
  "relative_energy_kcal_mol": 44.3,
  "fmax_ev_per_a": 3.40,
  "symbols": ["C", "C", "C", "C", "C", "C", "C", "C", "H", "H", "H", "H", "H", "H", "H", "H", "H", "H", "H", "H"],
  "positions_angstrom": [[-2.212614, 0.148134, 1.357284], [-0.931799, 0.430515, 1.362635], [0.219239, -0.388769, 1.019840], [0.359294, -1.641536, 1.476977], [1.102146, 0.160867, -0.039133], [2.418039, -0.244538, -0.011190], [0.580289, 1.075135, -1.162884], [-0.633215, 0.479419, -1.917758], [-2.567634, -0.785618, 0.975639], [-3.019624, 0.789718, 1.743382], [-0.600908, 1.498960, 1.455740], [-0.484312, -2.206315, 1.976695], [0.972207, -2.365430, 1.020392], [3.225150, -0.156388, -0.785256], [2.829656, -0.835282, 0.768696], [1.329137, 1.302835, -1.970868], [0.070409, 1.988930, -0.729432], [-1.311323, -0.012041, -1.248899], [-1.039965, 1.115507, -2.719944], [-0.304173, -0.354104, -2.571916]],
  "forces_ev_per_a": [[-1.256, -0.107, 0.459], [1.015, 2.585, 0.110], [-0.512, -0.925, -0.820], [-2.560, -0.774, -0.121], [3.314, -0.377, -0.675], [-0.758, 0.586, -1.405], [-1.569, 0.242, -0.178], [1.372, -1.555, -1.624], [-0.035, -0.774, 0.120], [0.716, 0.107, -0.491], [-0.631, -0.792, 0.647], [0.988, 1.382, 0.215], [1.387, -0.270, -0.425], [-1.337, 0.701, 0.315], [-0.255, -0.446, 0.989], [-0.328, 0.102, 1.414], [1.403, -0.484, -0.220], [-0.883, 0.409, 0.196], [-0.344, 0.384, 1.028], [0.274, 0.006, 0.467]],
  "nbo_charge": [-0.3635, -0.2096, -0.0828, -0.3600, -0.0201, -0.3712, -0.4353, -0.6134, 0.1903, 0.2070, 0.2004, 0.2010, 0.1979, 0.1978, 0.1916, 0.2270, 0.2152, 0.2149, 0.2163, 0.1964]
}